C23H29ClN6O2 | wB97M-V/def2-TZVPD

Computed properties:
ΔE to the lowest compared entry with this formula, charge and spin ... 0.2 kcal/mol
Frontier orbital gap ... 9.447 eV
Maximum force ... 1.375 eV/A
Highest occupied orbital energy ... -9.0685 eV
Structure (SMILES) ... CCCCCCC(=O)N1CCC(c2nc3c(nnn3Cc3ccccc3Cl)c(=O)[nH]2)CC1

Geometry as ORCA input:
```
! RIJCOSX wB97M-V def2-TZVPD def2/J DEFGRID3
* xyz 0 1
C -5.307 1.965 1.181
C -4.605 3.047 1.993
C -4.150 4.237 1.147
C -3.060 3.936 0.115
C -1.722 3.495 0.725
C -1.528 1.973 0.718
C -0.221 1.607 1.395
O -0.202 1.247 2.558
N 0.925 1.756 0.686
C 1.050 1.984 -0.732
C 1.469 0.691 -1.435
C 2.795 0.180 -0.860
C 3.119 -1.169 -1.433
N 2.183 -2.062 -1.430
C 2.569 -3.269 -1.896
C 3.835 -3.616 -2.394
N 3.786 -4.925 -2.740
N 2.627 -5.373 -2.486
N 1.852 -4.405 -1.975
C 0.491 -4.638 -1.559
C 0.105 -3.689 -0.459
C -0.896 -2.746 -0.648
C -1.227 -1.846 0.349
C -0.555 -1.871 1.559
C 0.445 -2.805 1.769
C 0.767 -3.706 0.767
Cl 2.033 -4.857 1.048
C 4.875 -2.622 -2.424
O 6.017 -2.675 -2.805
N 4.376 -1.405 -1.887
C 2.665 0.040 0.665
C 2.179 1.348 1.287
H -6.164 2.382 0.656
H -4.639 1.524 0.445
H -5.660 1.172 1.835
H -5.299 3.418 2.751
H -3.751 2.621 2.522
H -3.784 5.019 1.816
H -5.019 4.639 0.618
H -3.413 3.178 -0.585
H -2.899 4.851 -0.459
H -1.654 3.851 1.755
H -0.901 3.956 0.172
H -2.319 1.504 1.302
H -1.577 1.584 -0.300
H 1.818 2.752 -0.888
H 0.118 2.354 -1.154
H 0.712 -0.078 -1.277
H 1.569 0.868 -2.507
H 3.596 0.889 -1.096
H 0.439 -5.679 -1.225
H -0.175 -4.512 -2.419
H -1.418 -2.718 -1.594
H -2.010 -1.122 0.182
H -0.789 -1.157 2.333
H 0.979 -2.835 2.706
H 5.062 -0.658 -1.856
H 1.942 -0.749 0.878
H 3.624 -0.240 1.102
H 2.917 2.143 1.133
H 2.007 1.218 2.356
*
```